Density functional theory data (wB97M-V/def2-TZVPD) for C21H40Cl3N4O4SiZn as an isolated structure at a distorted geometry.

```
74
Properties=species:S:1:pos:R:3:mulliken_charge:R:1
C -1.5348 -2.0136 -3.5126 -1.151
C -1.0921 -2.9954 -2.4733 0.415
H -1.2765 -2.3362 -4.5266 0.340
H -1.0645 -1.0349 -3.3124 -0.122
H -2.6243 -1.8460 -3.4921 0.266
C -0.6076 -4.2238 -2.7229 0.159
C -0.4445 -4.8316 -4.0729 -1.462
H -0.3109 -4.8647 -1.8908 0.380
H -0.6515 -4.1203 -4.8818 0.343
H -1.0971 -5.7059 -4.2129 0.281
H 0.5856 -5.1970 -4.1882 0.277
Zn -0.3110 0.4523 -0.4982 0.899
Cl -2.3991 0.4034 0.4780 -0.694
Cl -0.0684 1.2877 -2.5837 -0.982
H 0.6488 4.7315 3.1700 0.309
H -1.3861 5.7087 2.1105 0.320
C 1.0095 4.3916 2.1867 -0.911
C -1.0134 5.3749 1.1335 -0.926
N -0.1229 4.2400 1.2815 0.255
H 1.5327 3.4340 2.2829 0.225
C -0.3144 3.1183 0.5787 0.421
O 0.4440 2.1136 0.6562 -0.662
H -1.8510 5.0633 0.5061 0.273
H -1.1997 3.1143 -0.0669 0.113
H 1.6928 5.1707 1.8100 0.320
H -0.4973 6.2266 0.6695 0.313
H 1.5849 -1.5946 -3.3491 0.209
H 2.2076 -3.7195 -1.9132 0.102
C 2.4006 -1.0366 -2.8779 -0.808
C 3.1076 -3.0993 -1.7453 -0.761
N 2.7703 -1.6921 -1.6475 0.347
H 2.0652 -0.0199 -2.6805 0.086
C 2.7807 -1.0343 -0.4529 0.090
O 2.4655 0.1387 -0.2987 -0.592
H 3.5900 -3.4199 -0.8087 0.303
H 3.1126 -1.6945 0.3866 0.205
H 3.2595 -1.0367 -3.5581 0.342
H 3.7944 -3.2641 -2.5918 0.326
O -0.0627 -1.5304 -0.9945 0.232
C -1.0616 -2.4301 -1.0435 -0.280
C 0.1618 -3.8958 0.7073 0.461
C -1.0164 -3.5065 0.0762 -0.339
H 1.0780 -3.3508 0.4845 0.314
C 0.1583 -4.9682 1.6001 -0.806
H -2.0270 -1.9076 -0.9013 0.356
C -2.2126 -4.1208 0.4459 -0.203
H 1.1026 -5.2911 2.0397 0.381
C -1.0285 -5.6368 1.9093 -0.425
C -2.2294 -5.1933 1.3389 -0.659
H -3.1258 -3.7393 -0.0203 0.394
H -1.0234 -6.4903 2.5884 0.350
H -3.1755 -5.6925 1.5741 0.347
Si -0.3807 4.4579 -5.2397 0.588
Cl -0.6284 2.6333 -6.2222 -0.338
C 1.4675 4.5897 -4.9263 -0.852
C -1.5120 4.1998 -3.7546 -0.290
C -0.9262 5.9584 -6.2249 -0.964
H 1.8241 3.6577 -4.4696 0.208
H 1.6837 5.4308 -4.2539 0.308
H 1.9946 4.7484 -5.8791 0.263
H -0.2969 6.1328 -7.1099 0.263
H -0.8617 6.8656 -5.6006 0.314
H -1.9677 5.8759 -6.5666 0.263
H -1.1811 3.2904 -3.2310 -0.229
H -2.5389 4.0369 -4.1128 0.282
H -1.4755 5.0547 -3.0668 0.261
N -0.4721 0.6816 3.2543 -0.386
C 0.1766 -0.4482 2.8010 0.256
N 0.7417 -1.2271 3.8053 -0.599
O 0.3414 -0.7200 1.6053 -0.192
H -0.7408 0.6265 4.2331 0.222
H -1.2143 1.0149 2.6276 0.162
H 0.9293 -2.1648 3.4982 0.287
H 0.2980 -1.1675 4.7136 0.202
```

Calculated values
orbital gap	6.7	eV
net charge	-1

---

Density functional theory data (wB97M-V/def2-TZVPD) for a 2-piece molecular cluster, C21H40FN3O4P2S overall at a distorted geometry.

```
72
Properties=species:S:1:pos:R:3:mulliken_charge:R:1
C -2.9544 -1.1612 2.9302 -1.261
C -1.4516 -1.4573 2.7382 -0.131
C -1.1355 -2.1135 1.3954 -0.909
C -1.2971 -1.2412 0.1420 -0.638
C -0.0492 -0.4826 -0.2972 0.990
C 1.1121 -1.4858 -0.5821 -2.149
N 0.6757 -2.8367 -0.9332 -0.287
O 0.4697 0.2867 0.8359 -0.600
S -0.1661 1.6817 1.2210 1.538
O 0.7554 2.2546 2.1533 -0.742
O -1.5315 1.5499 1.6208 -0.640
C -0.1270 2.6252 -0.3103 -1.705
C 0.5594 3.9659 -0.0506 -1.079
C -0.2562 4.8964 0.8816 -0.961
C 0.5629 5.4384 2.0558 -0.736
N 1.2677 6.6767 1.6551 -0.606
C 0.3664 1.8451 -1.5614 2.257
C -0.1667 2.6690 -2.7805 -1.077
C 0.7548 3.0904 -3.9324 -1.064
C 1.1276 2.0281 -4.9425 -0.148
F 2.0486 2.5657 -5.8248 -0.346
P 2.2031 1.6143 -1.5407 0.740
N 3.1647 2.8529 -1.6481 -0.966
C -0.4064 0.4430 -1.5002 -1.647
P -0.4171 -0.5314 -3.0544 0.498
O -1.2876 -1.7252 -3.0432 -0.667
H -3.5411 -1.6266 2.1408 0.315
H -3.1383 -0.0919 2.9650 0.200
H -3.3007 -1.5921 3.8683 0.409
H -0.8549 -0.5711 2.9284 0.190
H -1.1640 -2.1807 3.5049 0.292
H -0.1374 -2.5453 1.4527 0.003
H -1.8166 -2.9577 1.2842 0.437
H -2.1151 -0.5376 0.3141 0.714
H -1.6081 -1.8772 -0.6806 0.562
H 1.7765 -1.0939 -1.3516 0.444
H 1.7029 -1.5208 0.3305 0.599
H 1.1434 -3.5178 -0.3565 0.186
H 0.8476 -3.0483 -1.9024 0.272
H -1.1782 2.8286 -0.5233 0.716
H 0.6582 4.4649 -1.0152 0.541
H 1.5637 3.8163 0.3325 0.512
H -0.6055 5.7464 0.2998 0.477
H -1.1185 4.3478 1.2628 0.482
H -0.0966 5.6273 2.9011 0.340
H 1.3063 4.6997 2.3365 0.424
H 2.2233 6.6571 1.9788 0.223
H 0.8457 7.4846 2.0891 0.229
H -1.0423 2.1836 -3.2078 0.801
H -0.5462 3.6059 -2.3793 0.506
H 0.2084 3.8519 -4.4929 0.541
H 1.6708 3.5686 -3.5967 0.205
H 0.2647 1.7225 -5.5353 0.299
H 1.5869 1.1402 -4.5088 0.102
H 2.4262 0.6751 -2.5693 0.054
H 2.4637 0.8760 -0.3795 0.070
H 2.6563 3.7229 -1.7223 0.284
H -1.4567 0.7256 -1.3772 0.800
H -0.8217 0.3584 -4.0577 0.027
H 0.9261 -0.8147 -3.3648 0.082
C 0.8034 -5.6328 2.1316 -0.268
C -0.1007 -5.4075 3.1603 -0.360
C -1.2017 -6.2376 3.3111 -0.438
C -1.3952 -7.2973 2.4357 -0.404
C -0.4901 -7.5241 1.4086 -0.391
C 0.6089 -6.6907 1.2550 -0.500
H 1.6628 -4.9832 2.0158 0.462
H 0.0526 -4.5814 3.8431 0.398
H -1.9100 -6.0577 4.1093 0.377
H -2.2529 -7.9465 2.5538 0.376
H -0.6412 -8.3511 0.7273 0.366
H 1.3138 -6.8672 0.4525 0.379
```

Calculated values
orbital gap	9.3	eV
structure (SMILES)	CCCC[C@]1(CN)OS(=O)(=O)[C@@H](CCCN)[C@@](CCCF)([PH2]=N)[C@H]1[PH2]=O.c1ccccc1

---

Density functional theory data (wB97M-V/def2-TZVPD) for C21H40GeN2O3SbSeW as an isolated structure at a distorted geometry.

```
70
Properties=species:S:1:pos:R:3:mulliken_spin:R:1
W -0.0794 -0.0608 -0.2459 1.093
C 1.9458 -3.3012 1.0748 0.010
C 2.2236 -1.8122 1.1565 0.010
C 3.6877 -1.5053 0.9406 0.004
C 1.6871 -1.2141 2.4429 0.013
O 1.5041 -1.1646 -0.0428 0.009
Ge 0.4957 -2.5846 -1.3935 0.028
O -0.9538 -1.8004 -0.0973 0.182
C -2.3898 -2.3836 -0.2008 -0.019
C -2.2119 -3.7714 -0.7851 0.005
C -2.9009 -2.4214 1.2188 0.005
C -3.2051 -1.4882 -1.1033 0.039
O 0.2135 -0.6368 -2.1222 -0.040
C 1.0938 -0.2644 -3.3484 -0.023
C 0.1348 0.2107 -4.4131 0.006
C 1.8013 -1.5362 -3.7617 0.004
C 2.0698 0.8008 -2.9047 0.069
H 2.4995 -3.8079 1.8668 0.000
H 2.3159 -3.7346 0.1404 0.000
H 0.8898 -3.5415 1.2340 -0.002
H 4.2523 -1.8324 1.8161 0.001
H 3.8498 -0.4377 0.8106 -0.002
H 4.0859 -2.0294 0.0698 0.000
H 1.9198 -1.8812 3.2724 0.002
H 0.6037 -1.1142 2.4296 -0.008
H 2.1542 -0.2554 2.6663 0.002
H -1.4551 -4.3431 -0.2422 0.000
H -1.9735 -3.7420 -1.8543 -0.002
H -3.1469 -4.3252 -0.6936 0.001
H -2.3923 -3.1859 1.8060 0.001
H -3.9653 -2.6600 1.2047 0.000
H -2.7743 -1.4578 1.7109 0.003
H -2.7300 -1.3534 -2.0740 -0.006
H -3.3977 -0.5202 -0.6349 -0.007
H -4.1748 -1.9540 -1.2806 -0.001
H -0.6156 -0.5464 -4.6451 0.001
H 0.7002 0.4061 -5.3273 0.001
H -0.3642 1.1439 -4.1478 -0.002
H 1.0947 -2.3339 -4.0048 0.001
H 2.5304 -1.8692 -3.0161 -0.001
H 2.3663 -1.3531 -4.6767 0.002
H 1.5590 1.7325 -2.6514 -0.012
H 2.7409 1.0347 -3.7325 0.000
H 2.6840 0.4568 -2.0738 -0.011
Se -1.2455 1.8029 -1.5605 0.268
N -1.1403 0.7679 1.0841 0.032
C -2.0763 1.5097 1.5374 0.062
C -2.4797 1.5008 2.9277 0.310
C -3.5731 2.2310 3.3643 0.004
C -4.3315 2.9994 2.4688 0.133
C -3.9740 3.0947 1.1143 0.248
C -2.8473 2.3781 0.6146 0.004
N -2.4703 2.5114 -0.6182 0.371
H -1.9335 0.8641 3.6153 0.008
H -3.8547 2.1946 4.4111 0.005
H -5.2031 3.5422 2.8216 0.002
H -4.5248 3.7416 0.4367 -0.009
C 1.1359 4.0397 -0.2983 0.022
Sb 1.4760 2.1494 0.6173 0.080
C 3.6094 2.1821 0.7013 0.071
C 1.0221 2.6924 2.6211 0.015
H 1.6346 4.7546 0.3547 0.003
H 0.0810 4.2865 -0.3607 0.000
H 1.5881 4.0766 -1.2851 0.002
H 3.8221 3.2472 0.8325 0.007
H 4.0690 1.8168 -0.2139 0.001
H 3.9484 1.6185 1.5680 0.000
H 1.8536 3.3121 2.9496 0.003
H 0.9265 1.8333 3.2772 0.000
H 0.1146 3.2906 2.6316 0.003
```

Calculated values
multiplicity	4
⟨S²⟩	3.81
orbital gap (spin up / spin down)	6.0 / 5.0	eV
net charge	+4

---

Computed molar mass, in the same sequence as the records: 612.4, 511.6, 825.7 g/mol.